(1)
The following is a quantum chemistry calculation of a structure of composition C45H47AsGeN2OPReS at a distorted geometry, from the OMol25 dataset.

Geometry (Å):
Re  -0.416  0.317  -0.279
O  0.818  0.458  2.480
C  -0.079  -0.059  1.824
C  -1.002  -1.026  2.517
C  -1.268  -0.940  3.879
C  -2.116  -1.865  4.471
C  -2.685  -2.881  3.709
C  -2.408  -2.979  2.352
C  -1.575  -2.037  1.757
P  -1.042  -2.051  0.016
C  0.436  -3.114  0.019
C  1.265  -3.071  -1.105
C  2.431  -3.819  -1.149
C  2.785  -4.607  -0.061
C  1.967  -4.652  1.060
C  0.792  -3.909  1.103
C  -2.341  -3.026  -0.796
C  -3.610  -2.448  -0.882
C  -4.670  -3.165  -1.415
C  -4.464  -4.461  -1.876
C  -3.201  -5.030  -1.815
C  -2.134  -4.315  -1.275
H  -0.805  -0.150  4.460
H  -2.329  -1.804  5.533
H  -3.344  -3.604  4.177
H  -2.837  -3.778  1.758
H  0.995  -2.442  -1.947
H  3.070  -3.780  -2.024
H  3.703  -5.183  -0.083
H  2.248  -5.260  1.911
H  0.164  -3.951  1.984
H  -3.764  -1.438  -0.510
H  -5.656  -2.717  -1.469
H  -5.294  -5.029  -2.279
H  -3.041  -6.037  -2.182
H  -1.152  -4.767  -1.216
C  1.283  -0.044  -3.832
As  -0.395  0.370  -2.922
C  -0.845  1.956  -3.948
C  -1.537  -0.956  -3.768
H  1.066  -0.613  -4.735
H  1.954  -0.610  -3.196
H  1.777  0.883  -4.121
H  -0.528  1.804  -4.978
H  -0.331  2.823  -3.533
H  -1.918  2.147  -3.920
H  -1.586  -0.775  -4.841
H  -2.540  -0.912  -3.349
H  -1.130  -1.951  -3.591
C  -0.750  2.079  0.383
Ge  -2.161  3.382  -0.007
C  -3.342  3.408  1.547
C  -3.684  4.594  2.199
C  -4.546  4.574  3.293
C  -5.091  3.373  3.726
C  -4.762  2.187  3.079
C  -3.886  2.205  2.002
C  -3.219  2.825  -1.540
C  -3.835  3.729  -2.405
C  -4.690  3.277  -3.407
C  -4.959  1.919  -3.533
C  -4.361  1.010  -2.668
C  -3.491  1.463  -1.686
C  -1.186  5.059  -0.148
C  -0.942  5.692  -1.369
C  -0.198  6.866  -1.423
C  0.321  7.413  -0.257
C  0.109  6.779  0.963
C  -0.639  5.607  1.016
H  -0.221  2.482  1.255
H  -3.281  5.540  1.855
H  -4.789  5.498  3.806
H  -5.772  3.360  4.569
H  -5.186  1.248  3.419
H  -3.613  1.270  1.517
H  -3.654  4.794  -2.298
H  -5.156  3.984  -4.083
H  -5.641  1.570  -4.299
H  -4.579  -0.049  -2.765
H  -3.016  0.747  -1.017
H  -1.335  5.263  -2.287
H  -0.023  7.353  -2.375
H  0.884  8.339  -0.295
H  0.522  7.198  1.873
H  -0.805  5.119  1.972
S  2.139  0.067  -0.431
C  2.380  1.776  -0.127
N  2.539  2.619  -1.144
C  2.661  4.069  -0.957
C  3.419  4.319  0.336
C  2.686  3.622  1.464
N  2.488  2.211  1.111
H  2.454  2.231  -2.064
H  1.668  4.523  -0.908
H  3.191  4.490  -1.809
H  3.504  5.387  0.532
H  4.424  3.901  0.244
H  1.716  4.097  1.639
H  3.259  3.665  2.387
H  2.125  1.570  1.819

- E_HOMO (alpha / beta): -10.123 / -9.886 eV
- Multiplicity: 2
- <S²>: 0.778
- Lowest unoccupied orbital energy (alpha / beta): -3.341 / -3.360 eV
- Total charge: +1
- E_tot: -192058.5129 eV

=====

(2)
The following is a quantum chemistry calculation of a cluster of 5 separate species, C16H26FNO7 in total at a distorted geometry, from the OMol25 dataset.

Geometry (Å):
N  2.123  -4.529  -0.329
C  0.610  -4.628  -0.558
C  -0.265  -3.462  -0.859
F  0.025  -2.018  -1.011
C  -1.720  -4.202  -1.038
O  -2.657  -3.618  -1.789
O  -1.684  -5.469  -0.291
C  -0.306  -5.994  -0.569
O  0.002  -7.274  -0.804
H  2.423  -3.755  -0.986
H  2.496  -5.403  -0.802
C  -1.143  1.008  -1.410
C  -0.154  1.991  -0.843
C  -0.704  3.178  -0.098
O  1.057  1.832  -0.985
H  -0.603  0.204  -1.921
H  -1.737  0.572  -0.602
H  -1.792  1.508  -2.133
H  -1.279  2.839  0.768
H  -1.334  3.775  -0.763
H  0.124  3.802  0.254
C  5.420  -3.550  -3.857
C  4.446  -2.702  -3.084
C  4.742  -1.230  -2.977
O  3.447  -3.192  -2.561
H  5.079  -4.591  -3.851
H  5.473  -3.206  -4.893
H  6.407  -3.503  -3.389
H  4.765  -0.781  -3.973
H  5.699  -1.079  -2.470
H  3.955  -0.743  -2.391
C  -5.368  2.267  1.393
C  -4.432  3.392  1.042
C  -4.836  4.307  -0.083
O  -3.376  3.558  1.652
H  -4.947  1.690  2.223
H  -6.335  2.672  1.703
H  -5.492  1.605  0.532
H  -5.779  4.802  0.162
H  -4.936  3.735  -1.009
H  -4.065  5.071  -0.224
C  1.733  1.799  3.615
C  0.833  1.872  4.819
C  -0.496  2.558  4.652
O  1.171  1.388  5.899
H  2.657  1.276  3.883
H  1.237  1.245  2.814
H  1.986  2.808  3.279
H  -1.091  2.038  3.897
H  -0.342  3.601  4.363
H  -1.039  2.535  5.603

- Relative energy (zero: lowest compared OMol25 entry of this formula, charge and spin): 111.68 kcal per mole
- E_HOMO: -9.414 eV
- Multiplicity: 1
- Lowest unoccupied orbital energy: -1.265 eV
- E_tot: -35548.2611 eV
- Structure (SMILES): NC1=C(F)C(=O)OC1=O.CC(C)=O.CC(C)=O.CC(C)=O.CC(C)=O

=====

(3)
The following is a quantum chemistry calculation of a cluster of 2 separate species, CH2FNO2 in total at a distorted geometry, from the OMol25 dataset.

Geometry (Å):
C  -0.768  -0.961  -0.082
N  1.054  1.174  0.070
O  0.531  2.156  -0.260
O  2.132  0.876  0.326
F  -1.292  -0.827  1.162
H  -1.410  -0.513  -0.883
H  -0.247  -1.906  -0.334

- Relative energy (zero: lowest compared OMol25 entry of this formula, charge and spin): 96.17 kcal per mole
- E_HOMO (alpha / beta): -10.008 / -9.180 eV
- Multiplicity: 1
- Lowest unoccupied orbital energy (alpha / beta): 0.060 / -1.105 eV
- E_tot: -9366.0284 eV

=====

(4)
The following is a quantum chemistry calculation of a cluster of 10 separate species, C30H61FN3O37S9 in total at a distorted geometry, from the OMol25 dataset.

Geometry (Å):
C  -5.246  3.792  0.748
C  -4.470  2.436  0.828
O  -5.027  1.511  1.354
N  -3.110  2.267  0.292
C  -3.164  2.315  -1.181
C  -2.205  3.259  0.850
C  -0.687  3.192  0.503
N  -0.158  4.409  1.183
C  0.112  5.692  0.438
C  0.312  5.548  -1.101
C  -0.995  5.417  -1.952
C  -2.140  6.414  -1.575
N  -1.650  7.790  -1.301
C  -0.931  4.466  2.482
C  0.022  4.499  3.725
F  -1.713  5.632  2.679
C  -2.069  3.343  2.438
H  -5.993  3.731  -0.081
H  -4.587  4.677  0.609
H  -5.830  3.871  1.684
H  -3.322  3.344  -1.601
H  -3.962  1.667  -1.605
H  -2.192  1.938  -1.592
H  -2.570  4.289  0.567
H  -0.341  2.903  -0.507
H  -0.332  2.373  1.188
H  0.783  4.118  1.475
H  -0.630  6.494  0.633
H  1.079  6.084  0.844
H  0.810  6.493  -1.434
H  1.040  4.739  -1.370
H  -1.380  4.367  -1.924
H  -0.705  5.618  -3.013
H  -2.803  6.496  -2.472
H  -2.805  6.035  -0.754
H  -2.213  8.474  -1.810
H  -1.795  8.036  -0.320
H  -0.411  5.193  4.480
H  0.132  3.477  4.154
H  1.038  4.901  3.473
H  -2.987  3.755  2.898
H  -1.685  2.387  2.873
C  -0.918  -1.268  -0.850
C  -0.125  -1.295  0.434
O  1.245  -1.177  0.020
S  1.321  -0.270  -1.303
O  1.651  1.065  -0.904
O  2.044  -0.979  -2.299
O  -0.244  -0.309  -1.681
H  -0.892  -2.238  -1.352
H  -1.953  -0.971  -0.688
H  -0.278  -2.213  0.999
H  -0.364  -0.439  1.064
C  4.454  -0.514  -5.200
C  3.773  -1.851  -4.988
O  3.330  -2.247  -6.290
S  4.368  -1.694  -7.395
O  5.274  -2.739  -7.728
O  3.635  -0.974  -8.378
O  5.142  -0.640  -6.447
H  3.722  0.292  -5.294
H  5.154  -0.275  -4.402
H  2.935  -1.788  -4.300
H  4.480  -2.603  -4.629
C  -2.816  -0.907  5.614
C  -2.201  0.450  5.898
O  -0.803  0.279  5.632
S  -0.620  -0.800  4.449
O  -0.446  -0.096  3.216
O  0.290  -1.799  4.882
O  -2.108  -1.401  4.472
H  -2.652  -1.599  6.443
H  -3.882  -0.842  5.402
H  -2.360  0.775  6.923
H  -2.586  1.210  5.212
C  -10.092  5.290  3.111
C  -9.311  5.266  4.410
O  -7.938  5.355  4.011
S  -7.832  6.243  2.670
O  -7.483  7.573  3.032
O  -7.099  5.499  1.698
O  -9.393  6.219  2.275
H  -10.077  4.313  2.622
H  -11.123  5.607  3.253
H  -9.486  4.360  4.985
H  -9.541  6.138  5.028
C  -1.074  -5.533  2.368
C  -2.037  -6.674  2.099
O  -3.338  -6.083  2.180
S  -3.263  -4.556  1.666
O  -3.665  -4.517  0.301
O  -3.832  -3.716  2.666
O  -1.653  -4.399  1.714
H  -1.007  -5.314  3.436
H  -0.078  -5.731  1.975
H  -1.938  -7.481  2.821
H  -1.908  -7.072  1.089
C  5.410  -5.186  -3.126
C  5.333  -6.701  -3.074
O  4.403  -6.984  -2.018
S  3.293  -5.820  -1.961
O  2.138  -6.261  -2.669
O  3.228  -5.328  -0.626
O  4.063  -4.743  -2.877
H  6.048  -4.791  -2.337
H  5.758  -4.821  -4.088
H  6.294  -7.159  -2.871
H  4.925  -7.110  -4.002
C  3.247  1.217  2.603
C  3.467  2.569  1.954
O  3.790  3.444  3.036
S  4.586  2.612  4.176
O  5.979  2.826  3.998
O  3.929  2.822  5.418
O  4.229  1.132  3.638
H  2.258  1.156  3.067
H  3.366  0.397  1.897
H  2.585  2.924  1.422
H  4.317  2.546  1.268
C  -1.620  -4.593  -4.629
C  -2.758  -5.471  -5.117
O  -3.478  -5.829  -3.935
S  -3.392  -4.619  -2.869
O  -4.578  -3.839  -2.979
O  -2.922  -5.127  -1.628
O  -2.187  -3.804  -3.577
H  -0.808  -5.192  -4.208
H  -1.227  -3.952  -5.415
H  -2.404  -6.360  -5.635
H  -3.435  -4.915  -5.771
C  10.208  -6.545  -1.155
C  9.685  -5.156  -0.847
O  9.588  -4.512  -2.122
S  9.225  -5.609  -3.246
O  7.814  -5.575  -3.471
O  10.166  -5.503  -4.301
O  9.559  -6.923  -2.375
H  11.286  -6.534  -1.332
H  9.979  -7.258  -0.366
H  10.344  -4.598  -0.186
H  8.683  -5.197  -0.411

- E_HOMO: -12.106 eV
- Multiplicity: 1
- Lowest unoccupied orbital energy: -2.252 eV
- Total charge: +1
- E_tot: -212545.3717 eV

=====

(5)
The following is a quantum chemistry calculation of a structure of composition C14H15Cl2IrN3O5, from the OMol25 dataset.

Geometry (Å):
Ir  0.192  -1.158  -0.431
O  -0.240  0.447  0.995
C  -0.066  1.782  0.590
C  -1.136  2.359  -0.343
N  -2.879  0.429  0.181
C  -3.698  -0.550  0.896
C  -3.249  -0.529  2.384
O  -4.096  -0.865  3.210
O  -2.057  -0.146  2.608
C  -1.396  1.584  -1.609
C  -5.731  -0.352  -2.808
O  -5.782  -0.343  -3.931
O  -1.603  -1.036  -1.582
H  -1.084  0.265  1.610
H  0.904  1.827  0.087
H  -0.017  2.419  1.479
H  -0.802  3.353  -0.659
H  -2.071  2.497  0.201
H  -3.513  -1.571  0.546
H  -4.767  -0.340  0.831
H  -0.541  1.011  -2.042
H  -1.921  2.154  -2.375
Cl  -2.554  0.143  -1.293
C  0.743  -0.481  -3.288
C  0.859  -0.190  -4.658
C  1.072  -1.148  -5.642
C  1.226  -2.488  -5.296
C  1.175  -2.823  -3.960
Cl  1.409  -4.509  -3.529
C  0.917  -1.859  -2.965
N  0.970  -2.269  -1.636
H  0.756  0.844  -4.992
H  1.119  -0.866  -6.690
H  1.391  -3.253  -6.043
C  3.533  -2.224  2.453
C  2.470  -1.858  1.530
N  1.629  -1.589  0.803
H  3.175  -2.144  3.478
H  4.391  -1.567  2.321
H  3.841  -3.251  2.264

- Relative energy (zero: lowest compared OMol25 entry of this formula, charge and spin): 203.69 kcal per mole
- E_HOMO (alpha / beta): -3.613 / -3.595 eV
- Multiplicity: 1
- Lowest unoccupied orbital energy (alpha / beta): 2.391 / 2.388 eV
- Total charge: -1
- E_tot: -57343.5913 eV

=====

(6)
The following is a quantum chemistry calculation of an isolated molecule of C4H5NO3S at a distorted geometry, from the OMol25 dataset.

Geometry (Å):
C  -0.686  0.336  -1.380
C  -1.160  0.241  -0.101
O  -2.279  -0.516  0.241
N  -0.548  0.702  1.031
C  0.808  0.535  1.339
O  1.375  1.053  2.270
C  1.597  -0.270  0.230
O  1.128  -1.551  0.016
S  2.822  0.452  -0.510
H  0.273  0.828  -1.490
H  -1.139  -0.109  -2.291
H  -2.775  -0.930  -0.481
H  -0.989  1.320  1.791
H  1.574  -2.090  -0.665

- Relative energy (zero: lowest compared OMol25 entry of this formula, charge and spin): 21.45 kcal per mole
- E_HOMO: -9.165 eV
- Multiplicity: 1
- Lowest unoccupied orbital energy: -0.247 eV
- E_tot: -22695.4171 eV
- Structure (SMILES): C=C(O)NC(=O)C(O)=S

=====

- What is the formula in the fourth record?
  C30H61FN3O37S9

=====

- What is the formula in the sixth record?
  C4H5NO3S

=====

- Which value of E_tot does entry 2 give?
  -35548.2611 eV

=====

Repeat the third record exactly.
The following is a quantum chemistry calculation of a cluster of 2 separate species, CH2FNO2 in total at a distorted geometry, from the OMol25 dataset.

Geometry (Å):
C  -0.768  -0.961  -0.082
N  1.054  1.174  0.070
O  0.531  2.156  -0.260
O  2.132  0.876  0.326
F  -1.292  -0.827  1.162
H  -1.410  -0.513  -0.883
H  -0.247  -1.906  -0.334

- Relative energy (zero: lowest compared OMol25 entry of this formula, charge and spin): 96.17 kcal per mole
- E_HOMO (alpha / beta): -10.008 / -9.180 eV
- Multiplicity: 1
- Lowest unoccupied orbital energy (alpha / beta): 0.060 / -1.105 eV
- E_tot: -9366.0284 eV